(1)
A molecular structure, C42H35Br2GeN2O7Ta at a distorted geometry. Source: the Open Molecules 2025 dataset; level of theory: the ωB97M-V functional and the def2-TZVPD basis.

```
90
Properties=species:S:1:pos:R:3:forces:R:3
Ta -0.7673 -0.2189 -1.0078 2.4 -1.2 2.2
O -1.7424 2.6924 -2.7322 0.2 0.2 -0.2
C -1.8119 2.3985 -1.5771 0.7 -0.1 0.5
O -0.8398 1.7184 -0.9026 -1.1 1.7 -0.8
C -3.0188 2.7189 -0.7383 -0.2 -0.3 0.1
C -2.7791 2.6085 0.7708 0.0 0.0 -0.1
C -3.9973 3.1399 1.5331 0.0 0.0 0.0
C -4.9928 1.9640 1.3797 0.0 0.1 0.0
C -4.1942 1.0200 0.4860 0.0 0.1 0.0
O -2.8499 1.1840 0.9876 -0.1 0.1 0.0
C -4.1068 1.6004 -0.9432 0.3 0.1 0.1
C -3.7981 0.4582 -1.9129 0.6 -0.1 -0.1
O -4.6962 -0.0593 -2.5224 -0.1 -0.1 -0.1
O -2.5396 0.0269 -1.9814 0.0 0.1 0.1
H -3.3607 3.7052 -1.0457 -0.2 -0.1 0.0
H -1.8208 3.0015 1.1020 0.0 -0.1 0.0
H -4.3625 4.0711 1.0995 0.0 0.0 0.0
H -3.7520 3.3261 2.5773 0.0 0.0 0.0
H -5.9440 2.2497 0.9323 0.0 0.0 0.0
H -5.1933 1.4891 2.3398 0.0 0.0 0.0
H -4.4945 -0.0224 0.5231 0.1 0.0 0.0
H -5.0654 2.0088 -1.2495 0.0 0.0 0.0
O 0.2613 0.7302 1.0008 -0.2 0.1 -0.1
C 0.1838 0.2039 2.3141 0.0 0.0 0.1
C 0.4309 -1.2600 2.1682 0.1 -0.1 0.1
C 0.7756 -2.0739 3.2371 0.0 0.0 0.0
C 0.9827 -3.4177 2.9956 0.0 -0.1 0.0
C 0.8691 -3.8904 1.6939 0.0 0.0 0.1
C 0.5265 -3.0004 0.6954 0.2 0.0 0.0
N 0.2926 -1.7072 0.9329 -0.3 -0.2 -0.4
H 0.1586 1.6921 0.9947 -0.1 0.0 -0.2
H -0.8099 0.3845 2.7381 0.0 0.0 0.0
H 0.9413 0.6532 2.9596 0.0 0.1 -0.1
H 0.8815 -1.6531 4.2294 0.0 0.0 0.0
H 1.2451 -4.0877 3.8046 0.0 0.0 0.0
H 1.0511 -4.9287 1.4527 0.0 0.0 0.0
H 0.4520 -3.3126 -0.3374 0.0 0.0 0.0
Br -1.2946 -4.3596 -3.2976 0.0 0.0 0.0
C -2.1946 -4.1804 -1.6556 -0.1 -0.5 0.0
C -3.0127 -5.2412 -1.1990 0.2 0.1 -0.2
C -3.6459 -5.1550 -0.0003 0.0 0.0 0.1
Br -4.6962 -6.6195 0.5836 0.0 0.0 0.0
C -3.5304 -3.9907 0.8055 -0.1 -0.1 0.1
C -4.1750 -3.7936 2.0478 0.0 -0.1 -0.1
C -4.0083 -2.6159 2.7119 0.1 0.2 0.0
C -3.2014 -1.6113 2.1348 0.0 -0.1 0.1
N -2.5822 -1.7564 0.9927 0.0 -0.2 -0.1
C -2.7234 -2.9387 0.3315 -0.1 0.3 0.1
C -2.0182 -3.0555 -0.9046 0.0 0.8 -0.2
O -1.2206 -2.0636 -1.2619 -0.7 -1.6 -0.5
H -3.1206 -6.1239 -1.8129 0.0 0.0 0.0
H -4.8014 -4.5774 2.4523 0.0 0.0 0.0
H -4.4925 -2.4376 3.6627 0.0 0.0 0.0
H -3.0777 -0.6521 2.6291 0.0 0.0 0.0
C 1.0555 -0.4911 -1.7496 -1.2 1.3 -0.5
Ge 2.4542 0.7642 -1.1787 0.2 -0.2 -0.2
C 1.9214 2.6350 -0.9960 -0.1 0.2 0.1
C 1.8860 3.3625 0.1967 0.0 0.1 -0.1
C 1.3620 4.6522 0.2408 0.0 -0.1 -0.1
C 0.8726 5.2412 -0.9175 0.0 0.0 0.0
C 0.9275 4.5440 -2.1169 0.0 0.0 0.0
C 1.4459 3.2570 -2.1518 0.0 0.1 0.1
C 3.9376 0.7850 -2.4584 0.0 -0.1 -0.3
C 4.4382 -0.4247 -2.9475 0.0 0.1 0.0
C 5.5095 -0.4543 -3.8298 0.0 0.0 0.0
C 6.1015 0.7331 -4.2414 0.0 0.0 0.0
C 5.6202 1.9428 -3.7638 -0.1 0.0 0.0
C 4.5471 1.9674 -2.8780 0.0 -0.1 0.0
C 3.3076 0.0291 0.4316 0.1 -0.1 0.2
C 3.4301 -1.3621 0.5018 0.0 0.1 0.1
C 4.0944 -1.9813 1.5522 0.0 0.0 0.0
C 4.6504 -1.2154 2.5687 0.0 0.0 0.0
C 4.5579 0.1685 2.5114 0.0 0.0 -0.1
C 3.9067 0.7819 1.4444 0.0 -0.1 0.0
H 1.2729 -0.9104 -2.7349 0.2 -0.4 0.3
H 2.2827 2.9377 1.1101 -0.1 -0.1 0.0
H 1.3363 5.1935 1.1791 0.0 0.0 0.0
H 0.4570 6.2409 -0.8867 0.0 0.0 0.0
H 0.5374 4.9898 -3.0233 0.0 0.0 0.0
H 1.4522 2.7196 -3.0943 0.0 0.0 0.0
H 3.9864 -1.3620 -2.6366 0.0 0.0 0.0
H 5.8805 -1.4022 -4.2001 0.0 0.0 0.0
H 6.9391 0.7133 -4.9276 0.0 0.0 0.0
H 6.0769 2.8715 -4.0835 0.0 0.0 0.0
H 4.1864 2.9218 -2.5125 0.0 0.0 0.0
H 2.9852 -1.9712 -0.2792 0.0 0.0 0.0
H 4.1856 -3.0613 1.5742 0.0 0.0 0.0
H 5.1673 -1.6936 3.3915 0.0 0.0 0.0
H 5.0109 0.7744 3.2871 0.0 0.0 0.0
H 3.8973 1.8627 1.4008 0.0 0.0 0.0
```
Positions in Å, forces in eV/Å.

Calculated total energy, hartree: -9539.74535
Highest occupied orbital energy, eV: -7.5
Maximum force, eV/Å: 3.44
Charge: 0
Energy above the lowest of the compared OMol25 structures with the same formula, charge and spin, kcal/mol: 40.9
2S+1: 1
Kohn-Sham gap, eV: 7.11



(2)
C42H35ClF17N3O5 in the gas phase. Source: the Open Molecules 2025 dataset; level of theory: the ωB97M-V functional and the def2-TZVPD basis.

```
103
Properties=species:S:1:pos:R:3:forces:R:3
C 4.9580 2.4888 4.3503 -0.2 -0.1 -0.1
H 5.6547 2.5720 3.5195 0.1 0.0 -0.1
C 3.5711 2.1181 3.8409 0.1 0.2 0.1
N 3.5886 0.8427 3.1495 -0.1 0.4 0.1
C 3.8228 0.7313 1.7999 0.1 -0.3 0.1
O 4.0552 1.6461 1.0572 0.1 0.2 -0.1
C 3.8133 -0.7516 1.4511 -0.1 0.0 -0.1
C 3.4132 -1.4580 2.7436 0.1 -0.2 0.0
C 3.4375 -0.3594 3.8016 0.3 -0.3 -0.2
O 3.3527 -0.4897 4.9918 0.0 0.0 0.2
H 4.0925 -2.2628 3.0271 0.0 0.1 0.0
C 1.9790 -2.0120 2.5282 -0.3 -0.2 0.5
N 1.7074 -1.7747 1.1255 0.4 0.3 -0.2
C 0.5563 -2.0229 0.4662 -0.2 -0.3 0.3
O 0.4278 -1.6795 -0.6997 -0.2 -0.1 -0.2
C -0.5159 -2.7921 1.2091 -0.3 -0.2 -0.1
N -1.6721 -3.0391 0.3713 0.2 0.1 -0.4
H -1.4970 -2.6244 -0.5424 0.0 -0.1 0.1
C -2.9217 -2.5331 0.9169 -0.1 -0.1 0.0
C -2.9148 -1.0643 1.2778 0.0 -0.1 0.1
C -2.5508 -0.1151 0.3300 0.0 0.0 0.0
C -2.5300 1.2293 0.6512 0.0 0.0 -0.1
C -2.8847 1.6427 1.9243 -0.1 0.1 0.1
C -3.2486 0.7056 2.8756 -0.1 0.1 0.0
C -3.2527 -0.6410 2.5560 0.0 -0.1 -0.1
H -3.5322 -1.3697 3.3050 0.0 -0.1 0.1
H -3.5290 1.0213 3.8699 0.0 0.0 0.1
H -2.8805 2.6942 2.1728 0.0 0.1 0.0
H -2.2476 1.9544 -0.0976 0.0 0.1 -0.1
H -2.2882 -0.4326 -0.6671 0.1 0.0 -0.2
H -3.6947 -2.7226 0.1664 0.0 0.0 0.1
H -3.1599 -3.1283 1.8051 -0.1 0.1 -0.1
H -0.0827 -3.7525 1.5271 0.1 0.1 0.1
H -0.7864 -2.2352 2.1123 0.1 -0.1 -0.1
C 2.7939 -1.1561 0.3746 -0.1 0.1 -0.5
C 2.1821 0.0714 -0.3289 0.0 0.1 0.4
O 1.4593 0.8395 0.2506 0.0 0.1 -0.1
O 2.5718 0.1966 -1.5854 0.3 -0.2 -0.2
C 2.0071 1.2888 -2.3090 -0.5 0.5 -0.1
H 2.6482 1.4098 -3.1838 0.0 0.0 0.1
C 0.5604 1.0068 -2.7154 0.4 -0.3 0.1
H 0.1883 1.8815 -3.2487 0.0 0.0 0.0
H -0.0335 0.8602 -1.8123 0.0 0.1 0.0
C 0.4944 -0.2526 -3.5776 -0.3 0.0 0.1
C -0.9055 -0.6711 -3.9978 0.5 0.0 -0.3
F -0.8287 -1.8039 -4.7383 0.2 -0.1 -0.2
F -1.6761 -0.9947 -2.9362 -0.2 0.1 0.4
C -1.6866 0.3775 -4.8703 -0.3 -0.2 0.0
F -0.8295 1.2775 -5.3993 0.2 0.1 0.2
F -2.2690 -0.2392 -5.9132 -0.2 -0.1 0.1
C -2.8084 1.1331 -4.0901 0.1 0.1 -0.2
F -2.3665 1.5388 -2.8870 0.3 0.1 0.0
F -3.8354 0.2984 -3.8811 -0.2 -0.1 -0.2
C -3.3018 2.4063 -4.8526 -0.1 -0.1 0.2
F -3.4089 2.1715 -6.1669 -0.2 -0.2 -0.1
F -2.3820 3.3740 -4.6918 0.0 0.1 0.2
C -4.6881 2.8998 -4.3242 0.1 0.2 -0.1
F -4.7398 2.8054 -2.9876 0.2 0.1 0.1
F -5.6459 2.1060 -4.8242 -0.1 0.0 -0.3
C -4.9688 4.3864 -4.7202 -0.1 -0.1 0.1
F -4.5672 4.6208 -5.9780 -0.1 -0.2 -0.2
F -4.2504 5.1876 -3.9165 -0.1 0.0 0.3
C -6.4830 4.7496 -4.6104 0.0 0.2 -0.1
F -7.0279 4.1897 -3.5196 0.1 0.1 0.2
F -7.1278 4.2623 -5.6811 0.1 0.2 -0.2
C -6.7134 6.2937 -4.5406 0.0 0.0 0.1
F -7.9933 6.5715 -4.7421 -0.3 -0.2 0.0
F -6.3691 6.7644 -3.3491 0.1 -0.1 0.3
F -6.0010 6.9284 -5.4636 0.2 -0.1 -0.3
H 0.8832 -1.0904 -2.9929 0.0 0.0 -0.2
H 1.0914 -0.1387 -4.4846 0.0 0.0 0.0
H 2.0466 2.1857 -1.6836 0.1 -0.1 -0.1
C 3.4023 -2.1513 -0.6378 -0.1 0.0 0.1
C 3.9029 -3.3886 0.0510 0.0 0.1 -0.1
C 5.2388 -3.5223 0.4099 0.0 0.0 0.0
C 5.6783 -4.6429 1.0936 0.1 0.0 0.1
C 4.7867 -5.6480 1.4257 0.0 -0.1 0.1
C 3.4582 -5.5362 1.0513 -0.1 -0.1 0.0
C 3.0215 -4.4170 0.3654 0.0 0.0 0.0
H 1.9886 -4.3443 0.0576 -0.1 0.0 -0.1
H 2.7613 -6.3268 1.2879 -0.1 -0.1 0.0
H 5.1285 -6.5210 1.9609 0.0 -0.1 0.0
H 6.7201 -4.7326 1.3637 0.1 0.0 0.0
H 5.9499 -2.7549 0.1359 0.0 0.1 0.0
H 4.2077 -1.6459 -1.1709 0.0 0.0 0.0
H 2.6247 -2.4136 -1.3555 0.1 0.1 0.0
C 0.9916 -1.3291 3.4519 -0.2 -0.1 0.1
C 0.5993 -1.9590 4.6258 0.0 0.1 -0.2
C -0.2376 -1.3211 5.5221 -0.1 0.1 0.0
C -0.6780 -0.0378 5.2421 0.3 -0.2 -0.2
C -0.2994 0.6037 4.0739 0.1 0.0 0.2
C 0.5316 -0.0450 3.1805 0.0 -0.1 0.0
H 0.8051 0.4499 2.2611 0.0 0.0 -0.1
H -0.6482 1.6011 3.8623 -0.1 0.1 0.0
Cl -1.7121 0.7696 6.3614 -0.2 0.2 0.2
H -0.5394 -1.8112 6.4340 -0.1 0.0 0.1
H 0.9561 -2.9536 4.8471 0.1 -0.1 0.0
H 1.9683 -3.0922 2.7277 0.0 0.2 0.0
H 4.8211 -1.0135 1.1237 -0.1 0.1 0.0
H 3.2109 2.8624 3.1279 0.0 -0.1 0.1
H 2.8692 2.0241 4.6724 0.0 0.0 -0.1
H 5.3171 1.7318 5.0433 0.0 0.0 0.1
H 4.9150 3.4430 4.8669 0.0 0.1 0.1
```
Positions in Å, forces in eV/Å.

Calculated total energy, hartree: -4320.02012
Highest occupied orbital energy, eV: -8.8
Maximum force, eV/Å: 0.71
Charge: 0
Energy above the lowest of the compared OMol25 structures with the same formula, charge and spin, kcal/mol: 0.6
2S+1: 1
Kohn-Sham gap, eV: 9.27



Question: Among the records above, which one has the highest Kohn-Sham gap?
Answer: C42H35ClF17N3O5